39
Properties=species:S:1:pos:R:3 method="wB97M-V/def2-TZVPD" e_homo_ev=-10.240 orbital_gap_ev=9.95 e_lumo_ev=-0.29 total_energy_ev=-479681.95789
C -4.605 -0.192 0.712
O -3.333 -0.540 1.234
C -3.077 -0.285 2.475
O -1.978 -0.441 2.976
O -4.150 0.112 3.134
C -3.855 0.585 4.466
H -5.410 -0.919 0.989
H -4.300 -0.260 -0.316
H -4.906 0.836 0.939
H -3.113 -0.089 4.908
H -4.843 0.711 4.995
H -3.401 1.557 4.286
C 3.508 -0.425 -1.723
O 3.518 -0.065 -3.125
C 4.004 -0.845 -4.082
O 4.670 -1.841 -3.893
O 3.737 -0.380 -5.320
C 4.222 -1.231 -6.433
H 4.530 -0.529 -1.346
H 2.868 -1.321 -1.616
H 2.983 0.424 -1.291
H 4.320 -0.546 -7.283
H 3.500 -2.029 -6.585
H 5.188 -1.667 -6.180
C -1.160 -3.550 2.285
Br -1.540 -3.298 0.398
Br 0.449 -4.631 2.691
Br -2.818 -4.022 3.291
H -0.850 -2.577 2.636
C 0.345 4.840 -0.532
Br 0.387 6.403 -1.683
Br -0.459 5.311 1.167
Br 2.168 4.168 -0.276
H -0.189 4.095 -1.106
C 0.665 0.509 1.926
Cl 2.136 1.259 2.498
Cl 1.069 -0.888 0.836
Cl -0.380 1.715 1.225
H 0.100 0.045 2.725